Entry 1:
A cluster of 9 separate species, C26H62BClN8O19S in total. Source: the Open Molecules 2025 dataset; level of theory: ωB97M-V with the def2-TZVPD basis set.

Geometry as XYZ:
```
118
Properties=species:S:1:pos:R:3:mulliken_charge:R:1
H -3.5137 -1.4711 -1.3820 0.407
B -1.6475 2.0263 -0.3493 0.173
H 5.2438 -0.2280 -1.6588 0.335
N 2.3058 -2.8849 -6.5642 0.917
O 1.5704 0.9330 3.1906 -0.523
H 1.6675 4.0040 7.0815 0.283
O -4.9166 1.5833 4.9952 -0.501
H -4.1795 -2.5982 -6.7234 0.311
C 4.3851 2.2983 -1.3126 -1.000
H 0.9379 -2.9682 0.6977 0.286
O -5.7661 -8.1347 4.2214 -0.509
H 2.0615 0.5168 -1.2588 0.112
H -1.7158 3.2114 3.2868 0.610
H 3.8109 6.0540 -3.4501 0.263
H 0.4374 -1.9418 -6.6308 0.295
C 3.0816 2.3191 -2.1525 -0.588
O -0.8746 -1.9941 0.4492 -0.313
H -2.1874 -3.1136 -0.6539 0.367
H -2.7966 -0.6090 -0.0347 -0.069
O 1.5189 5.4077 -5.2792 -0.534
H -0.9344 -2.3579 -1.6254 0.420
O 3.8517 4.2678 8.0343 -0.542
H 0.1427 0.6991 0.0886 -0.877
O 4.0472 -4.9815 -0.9827 -0.537
N 3.6879 4.5197 6.8564 0.891
C -2.1178 0.0266 -2.0060 0.678
H -1.0306 0.0104 -2.1482 0.015
C 2.3214 4.3477 6.2897 -0.513
H 1.7112 0.8755 -2.9312 0.224
C 0.5414 -2.0082 0.3591 -0.512
H 2.6553 7.4093 -3.3464 0.295
H -3.6758 -4.1016 1.2930 0.135
N 4.8535 -4.1749 -0.5638 0.853
C -2.1370 2.2127 3.1638 -0.734
C 4.6544 1.2796 -0.1990 -0.363
H -1.3624 0.4451 4.1339 0.884
O -2.0698 -1.1111 -6.5718 -0.527
C 7.0239 0.5272 -0.7472 -0.479
H -7.7987 -8.8500 2.1262 0.286
C -7.7002 -8.1331 2.9354 -0.702
C 0.9416 -2.6731 -6.0069 -0.701
H 2.0076 5.3123 5.9027 0.262
H -5.0492 -4.4847 2.3771 0.313
H 8.4489 0.1424 0.8878 0.323
C -2.3903 2.9792 0.6695 -0.772
O 1.4160 5.1564 -3.1382 -0.442
H 0.7497 3.1607 -1.5978 0.563
C -4.5814 -4.6898 1.4222 -0.601
C 6.2847 -4.5877 -0.5812 -0.736
O 4.5885 -3.0706 -0.1318 -0.476
H 2.6683 3.3210 -2.0490 0.032
H -3.2403 3.4773 0.1933 0.394
O -5.1515 -4.4650 -0.8017 -0.555
O -6.6027 -3.8355 0.6626 -0.567
H -0.1673 1.8856 -2.3662 0.045
H 6.3697 -5.4830 0.0267 0.287
H -2.8537 2.0746 3.9766 0.015
O -2.1176 -2.0215 -4.6171 -0.420
O -5.6305 -7.4523 2.1804 -0.509
C -0.0971 1.7222 -0.2227 0.619
H 5.4909 -0.7512 0.0070 0.273
H 5.2302 2.2260 -2.0060 0.226
H -2.8915 1.0480 1.5511 -0.100
N -2.6376 -1.6785 -5.6598 0.834
H 6.5448 -4.8007 -1.6134 0.306
H -8.1109 -8.5161 3.8616 0.300
H 7.1474 1.3864 -1.4139 0.234
H 4.4718 3.2969 -0.8716 0.388
C -2.5704 -1.0551 -1.0097 -0.219
H -0.9326 0.4939 2.4391 -0.482
O 2.3760 -3.2871 -7.7088 -0.553
C 3.0186 6.5923 -3.9619 -0.719
H -4.4469 -2.4724 -4.9531 0.306
H -3.9634 2.3343 2.0357 0.352
C 1.8925 1.3405 -1.9576 -0.149
H 1.0371 -2.3195 -4.9872 0.268
H 8.1613 1.8364 0.5852 0.284
C -4.0862 -1.9701 -5.8429 -0.789
C -2.5219 1.4300 -1.5206 -1.515
H 0.4275 -3.6290 -6.0465 0.288
H -3.5659 1.3834 -1.1734 0.463
H -1.6943 3.7462 1.0275 0.464
H 3.3365 6.9378 -4.9381 0.299
C -1.5877 -2.1968 -0.7618 -0.767
O -5.2188 3.5995 4.2937 -0.489
N 1.8880 5.6407 -4.1471 0.814
N -6.2448 -7.8907 3.1358 0.835
C -2.9128 2.1091 1.8462 -0.150
H 3.3859 2.2563 -3.2027 0.526
O 4.5533 4.9028 6.0959 -0.534
H -6.8946 3.8668 5.9907 0.309
H 3.7617 0.9430 0.3311 0.315
H -2.5794 -0.1789 -2.9749 0.107
S 0.5418 1.7260 3.7946 1.152
C -1.0633 1.1182 3.3271 -0.280
H 6.9358 0.9190 1.4248 0.351
H 7.6014 -0.2843 -1.2043 0.423
C -6.5048 2.8601 6.0796 -0.754
O 0.6101 3.1552 3.6845 -0.518
C 0.5708 2.0865 -1.5839 -0.702
N -5.5239 -4.2964 0.3417 0.992
O 3.2566 -2.6496 -5.8472 -0.530
Cl 0.5909 1.2777 5.7996 -0.290
H 0.2915 2.3851 0.5630 0.307
H -7.2749 2.1153 5.9043 0.289
H 0.8893 -1.7994 -0.6577 0.282
H 2.3894 3.6264 5.4848 0.127
H 5.2504 1.8225 0.5421 0.338
H 6.8777 -3.7742 -0.1806 0.288
H -4.3726 -5.7435 1.3039 0.309
H -4.5885 -1.0201 -5.9981 0.312
N -5.4611 2.6703 5.0350 0.873
C 5.5466 0.1118 -0.6597 -0.616
H -8.1494 -7.1839 2.6588 0.285
C 7.6690 0.8585 0.6180 -1.200
H -2.5444 2.1461 -2.3559 0.271
H 0.9478 -1.2310 1.0163 -0.012
H -6.0305 2.6978 7.0426 0.290
```

Output
Largest force on an atom in eV Å⁻¹: 1.10
HOMO level in eV: -9.36
HOMO-LUMO gap in eV: 9.2

Entry 2:
A cluster of 4 separate species, C26H62BF3NO13P4 in total. Source: the Open Molecules 2025 dataset; level of theory: ωB97M-V with the def2-TZVPD basis set.

Geometry as XYZ:
```
110
Properties=species:S:1:pos:R:3:mulliken_charge:R:1
H 6.4403 1.3549 0.8264 0.199
H -0.4842 -1.1158 1.3140 0.346
C 2.2097 2.5725 0.9702 -0.726
B 3.8465 2.3593 0.6957 -0.020
O -1.0382 -7.2108 -2.2195 -0.273
P 3.9257 1.4434 -1.0084 0.157
H -4.8381 1.2402 0.4075 0.273
C -2.9296 3.4697 1.7422 -0.884
F 7.8000 5.1342 -0.0497 -0.333
H 4.8647 4.0468 1.7568 0.327
H -7.9990 3.4722 -2.7601 0.279
C 4.5065 3.8816 0.7355 -0.741
P -6.0571 2.8066 -5.0592 1.046
H -2.0029 -1.5454 0.5018 0.228
C -8.2345 1.6838 -6.1081 -0.736
O -5.2085 1.6254 -4.7069 -0.647
H 0.8617 -10.2058 -3.4896 0.327
O -4.8952 3.7771 -5.7126 -0.291
H 1.9913 -11.0650 -2.4302 0.234
H -6.6163 4.0606 -1.8375 0.258
H -3.7957 4.2426 -7.3755 0.241
H -1.7493 2.9329 -0.7719 0.334
N 5.3643 1.2261 -1.6981 -0.836
C 1.2213 5.6042 1.4654 -1.796
H -3.4395 0.4363 1.0981 0.038
H -0.5299 2.6932 1.9234 0.374
H 2.0664 -0.0769 3.9469 0.234
C -0.4714 -6.4627 -3.3130 -0.691
F 7.1619 3.7264 1.4432 -0.264
H -2.6666 -4.3228 5.9918 0.232
C -0.4318 3.6895 1.4891 -0.871
H -7.6207 1.0047 -6.7055 0.325
H -3.5804 3.4995 2.6121 0.279
H 4.1745 -0.6902 2.3796 0.504
H 5.5354 0.2356 -1.8212 0.213
C -1.7274 -4.3839 5.4442 -0.644
H 4.6208 2.0162 2.7685 0.258
H -6.6362 2.3772 -2.3797 0.338
P -0.6882 -3.2204 3.3245 0.978
C -1.1948 -9.7551 0.3891 -0.626
H 0.4074 6.3236 1.3311 0.483
C 3.0478 0.3726 3.7993 -1.451
C -1.1817 -1.9276 1.1026 -0.730
H -3.4724 3.2669 -1.2074 0.194
H -0.0507 -7.1268 -4.0685 0.308
H 3.0510 1.4192 4.0992 0.353
O -6.2734 3.8261 -3.8407 -0.315
H 1.6742 -5.8551 2.8581 0.222
C -2.7861 2.6427 -0.6336 -1.197
O -1.7341 -2.4489 2.3285 -0.296
H 1.6262 1.6633 0.7952 0.100
C -6.9185 3.3961 -2.6443 -0.673
H 2.7424 -0.0177 1.6517 -0.002
O 0.8252 -7.4373 -0.6215 -0.559
H 0.2999 -5.7850 -2.9459 0.321
H 1.4152 2.5033 2.9465 0.184
H 2.0446 6.1200 1.9606 0.403
O 0.2721 -4.5446 3.6132 -0.319
O -7.5482 2.0449 -4.8986 -0.311
C -3.2139 2.5567 0.8125 1.226
H 1.9035 3.2710 0.1772 0.456
H 2.7434 3.6339 2.8480 0.456
H 3.7659 -0.1141 4.4641 0.399
C -4.0392 1.3448 1.1538 -1.175
H 3.6844 4.5890 0.6129 0.094
C 1.5141 -10.1073 -2.6197 -0.717
H 1.5458 5.3382 0.4566 0.305
H -9.1578 1.1801 -5.8333 0.236
H 0.4633 -5.3281 1.6795 0.318
C 5.8700 0.7911 1.5606 -1.720
O -1.9343 -3.7862 4.1732 -0.349
O 5.4610 5.7535 -0.4114 -0.662
C -1.7653 4.4494 1.6470 -0.479
H 5.4570 6.0589 0.5003 0.372
H 1.7641 -4.2140 2.1866 0.291
H 3.3293 0.1607 -0.8293 -0.022
H -1.9762 5.0744 0.7737 0.321
C 7.0280 4.0224 0.1376 0.770
H -0.6770 -2.7148 0.5417 0.347
C 0.7560 4.3490 2.1978 0.336
F 7.6257 3.0800 -0.6034 -0.257
H -0.3676 -9.4514 1.0311 0.326
C -4.4731 3.4584 -7.0484 -0.700
H -1.2717 -5.8842 -3.7661 0.239
H -4.5333 1.4195 2.1210 0.414
H -5.3215 3.4226 -7.7329 0.303
C 3.5558 0.2115 2.3420 -0.568
C 4.4757 1.3851 1.8829 0.932
H -3.9493 2.5020 -7.0577 0.322
H -2.1204 -9.7077 0.9591 0.243
O 0.0546 -2.1254 3.9980 -0.576
C 1.0885 -5.0073 2.5143 -0.625
O 0.7543 -9.7495 -1.4499 -0.284
H 5.8086 -0.2286 1.1714 0.472
H -2.8801 1.6466 -1.0758 0.366
H -1.7816 5.0668 2.5452 0.408
H 2.2835 -9.3577 -2.8185 0.318
H -0.2373 3.5733 0.4270 0.156
H 0.4618 4.6572 3.2078 0.586
O -1.3359 -8.8840 -0.7267 -0.315
H -1.4637 -5.4349 5.3252 0.236
H -8.4805 2.5710 -6.6956 0.323
H 6.5036 0.7155 2.4549 0.304
P -0.0457 -8.2852 -1.4773 0.908
H 3.1253 2.2167 -1.9175 -0.037
H 5.3912 3.9550 -1.3112 0.359
C 5.5506 4.3070 -0.2972 0.008
H -0.9535 -3.8635 6.0093 0.314
H -1.0503 -10.7796 0.0482 0.239
C 1.8681 3.2685 2.3070 -0.574
```

Output
Largest force on an atom in eV Å⁻¹: 7.44
HOMO level in eV: -3.73
HOMO-LUMO gap in eV: 3.9
Net charge: -1

Entry 3:
A structure of composition C26H62N3O3P3Re. Source: the Open Molecules 2025 dataset; level of theory: ωB97M-V with the def2-TZVPD basis set.

Geometry as XYZ:
```
98
Properties=species:S:1:pos:R:3:mulliken_charge:R:1
H 3.8541 0.6242 4.0655 0.577
C 1.0561 2.6750 -2.9979 -1.569
C -1.1023 -0.2678 3.4290 0.233
H 0.2677 2.7912 -2.2409 0.312
H 4.2827 0.8211 -1.1589 0.217
H 5.4322 0.5599 1.8301 0.419
H -2.6871 -2.3326 3.0102 0.390
C 2.0566 4.3194 -0.1320 -0.939
H -0.6564 -0.8682 -4.9759 0.541
C -2.9621 2.8431 1.1045 -1.368
H 2.8413 -2.8926 2.4241 0.104
H 1.2320 -2.2968 -4.9952 0.493
H 4.9417 -0.7485 -0.7089 0.651
P 1.4108 0.0534 -1.9332 -0.448
C -0.1814 -1.4827 3.3153 -1.672
C 0.6754 4.0123 2.9700 -1.101
C 3.0036 -0.9063 -1.6336 0.240
H -4.3947 1.4330 3.0082 0.487
H -2.2391 -2.6876 1.3102 0.220
N 1.7291 2.9891 3.1230 0.557
H 3.6134 -2.9115 -1.1395 0.515
H -1.1280 1.5318 4.7154 0.312
C 3.2785 0.3553 3.1674 -1.295
H 2.2091 0.2696 3.3913 0.335
H 2.3621 -2.4737 -3.6578 0.362
N 3.5182 1.3282 2.0910 0.672
H 3.5855 2.4527 -3.9316 0.502
C -0.1353 -0.1492 -4.3280 -1.486
H -0.9007 0.4347 -3.8039 0.168
H 2.4354 -2.2361 0.0061 -0.086
H 1.8853 -2.8180 -1.5759 0.443
C -3.4623 1.8825 3.3774 -1.607
H 3.4784 5.2494 1.9954 0.370
H 0.4385 0.5108 -4.9937 0.370
C -3.2248 -0.7593 1.5760 0.680
H 3.2653 4.1914 4.0554 0.382
C 2.1248 1.6527 -2.5984 1.601
H -3.2153 -1.2716 -0.5253 0.301
H -3.7833 2.3319 0.5824 0.244
H 0.2937 1.3898 3.6768 0.380
C 2.7034 -2.2960 -1.0586 -1.583
H -2.1875 3.0975 0.3678 0.247
O -0.6740 -2.6267 -0.4347 -0.343
H -0.0663 3.6702 2.2388 0.432
C -1.3886 1.0108 -1.2293 0.312
P -1.6923 0.3296 1.7226 -0.012
H -3.9351 -2.7581 1.8321 0.522
C -2.9874 -2.2201 1.9645 -1.455
C -3.8492 -0.7200 0.1830 -1.457
C -0.4242 0.8139 4.2780 -1.781
H -3.1125 1.3136 4.2477 0.394
H 3.2800 2.4614 4.5004 0.196
H 1.0886 4.9872 2.6539 0.397
C 0.7632 -0.9556 -3.3919 0.933
H -3.9204 -0.3186 2.3052 0.269
H -4.8179 -1.2366 0.2259 0.523
C -2.4164 1.9959 2.2574 1.314
Re -0.0268 0.3872 -0.0391 2.496
H 3.9761 0.7957 -3.4490 0.392
O 1.2200 1.7200 0.9300 0.673
H 2.6718 2.0353 -1.7120 -0.514
H 5.1213 2.0420 0.8896 0.479
H 3.4321 -1.0232 -2.6393 0.913
H 1.5415 3.6527 -3.1321 0.490
H 3.4024 -2.6293 2.0148 -0.038
P 2.3378 2.3870 1.6799 -1.745
H 5.3826 2.1335 2.6835 0.378
C 2.6341 3.3086 4.2523 -0.667
H 1.2279 3.6703 -0.4188 0.283
H 0.8048 -1.1890 2.9336 0.128
H 0.1306 -1.6820 -2.8478 0.369
H -3.3551 3.7891 1.5063 0.478
C 4.0130 -0.1669 -0.7688 -1.439
H 4.7647 4.0360 1.8737 0.314
H 3.6229 -0.0265 0.2466 0.053
H 2.5921 4.6203 -1.0392 0.381
H -3.7055 2.8980 3.7240 0.444
C 1.7890 -1.7369 -4.2304 -1.486
C -0.4296 -1.4721 -0.2927 0.461
H -0.5612 -2.2650 2.6489 0.274
H 0.1840 4.1315 3.9477 0.501
H 1.6619 5.2185 0.3632 0.498
H -4.0226 0.2842 -0.2166 0.205
N 2.9788 3.5914 0.7495 0.287
H -1.5198 2.4993 2.6584 -0.696
H -2.0498 -0.5647 3.9061 1.045
H 4.4254 5.0812 0.5001 0.412
H 0.5798 2.3936 -3.9469 0.336
H 2.6896 1.1090 -4.6649 0.303
O -2.2744 1.3415 -1.9428 -0.332
H 2.0089 3.5114 5.1348 0.442
H 3.6596 -0.6203 2.8347 0.200
H 2.4843 -1.0669 -4.7561 0.274
C 3.1473 1.4625 -3.7277 -1.663
H 0.1302 0.3638 5.1160 0.493
C 4.9448 1.5480 1.8541 -1.401
C 3.9635 4.5260 1.3261 -0.972
H -0.0398 -1.9306 4.3114 0.536
```

Output
Largest force on an atom in eV Å⁻¹: 7.49
Spin multiplicity: 4
HOMO level (spin up / spin down) in eV: -21.01 / -21.10
HOMO-LUMO gap (spin up / spin down) in eV: 7.3 / 5.2
⟨S²⟩: 3.78
Net charge: +4

Entry 4:
A structure of composition C26H64AgCl3O17P4. Source: the Open Molecules 2025 dataset; level of theory: ωB97M-V with the def2-TZVPD basis set.

Geometry as XYZ:
```
115
Properties=species:S:1:pos:R:3:mulliken_charge:R:1
H 3.3784 -6.3299 -0.2655 0.254
C 1.3555 -6.2049 -1.0921 -0.159
H -2.4849 2.9897 1.6914 -0.933
C -1.0897 -3.5902 -4.5118 -0.933
H 1.5788 -5.6619 -2.0130 0.140
H -0.8762 2.8771 7.1153 0.341
H -4.9908 0.8144 2.3129 0.259
H 1.2878 3.8544 -0.3496 -0.019
H 3.4637 0.4171 1.1961 0.004
O 0.7399 -3.3022 -1.4115 0.136
H 0.0178 -1.4306 -1.9203 -0.379
P -1.7849 1.0024 4.5362 -0.171
H -5.1775 -2.9219 -7.5331 0.281
C 2.5867 -6.9724 -0.6390 -1.136
Cl -4.1011 4.0265 3.0341 -0.092
H -2.3676 -1.1464 -1.3754 -0.517
H 2.8055 2.6041 2.0074 0.026
H -4.9131 0.4875 -1.5956 0.306
C 3.4922 2.0213 2.6194 -0.869
H -5.1839 -1.1309 -7.5536 0.267
C -0.5958 1.2498 0.1277 0.897
H -1.4911 1.1176 -0.4897 -0.223
H -5.0085 -0.9252 2.3319 0.473
C -3.3826 -1.0090 -1.0099 0.788
Cl -4.3744 2.9541 0.3537 -0.105
H -2.3268 3.0847 6.0493 0.238
H 2.9088 -7.6028 -1.4676 0.367
C -4.1790 -0.1912 -2.0288 -0.466
H 3.6085 3.7597 -2.3347 0.385
C -3.2863 3.6967 1.5309 1.231
C -1.8674 -2.3754 -4.9502 -0.199
H 7.0945 5.5106 -0.7501 0.382
O -1.1830 -0.2385 4.0349 -0.539
H -2.3111 -2.5287 -5.9373 0.437
H -5.0648 0.0287 4.6435 0.350
H -3.6468 -0.9705 4.4329 0.356
H 5.4871 4.9803 -1.2350 0.168
O 3.6961 2.9070 -0.4463 -0.057
H 2.5149 -2.6086 -3.2519 0.346
H -0.4477 -3.3808 -3.6596 -0.165
C 3.5500 -2.6565 0.5381 0.383
H -6.6593 -1.9888 -7.9220 0.411
O -4.0011 -0.0473 -5.1829 -0.706
P 1.2533 -3.7999 -0.0188 0.227
O -4.8389 -1.0360 -2.9705 -0.462
O 2.8237 -3.7585 -0.0247 -0.117
O -0.3118 0.2271 0.9696 0.290
H 1.9184 -0.9900 -3.5256 0.316
C 0.9722 -1.9695 -1.8875 1.185
O 4.2689 0.5493 -1.2402 -0.722
H -0.5049 -3.9281 -5.3684 0.477
H 4.8720 -2.2261 2.1393 0.346
Cl -2.5256 5.1490 0.8776 -0.131
H 4.7217 0.2975 2.4944 0.411
C 1.6126 -1.9996 -3.2618 -1.288
O 0.6542 -3.1503 1.1487 -0.377
H -0.6365 2.2176 0.6535 -0.704
O 6.0283 2.3552 -1.2323 -0.389
H -1.7848 -4.4015 -4.2867 0.381
C 4.3044 -3.0816 1.7666 -1.331
H 3.6523 -3.4685 2.5462 0.327
H 0.2872 2.9043 4.8979 0.381
O 0.8742 -5.3037 -0.0779 -0.339
C 6.8074 3.3934 -0.6285 -0.180
H 6.6020 3.4632 0.4428 0.218
O -3.3366 1.1056 4.4528 -0.111
H 1.1378 4.3220 -2.0189 0.420
O -2.8445 -2.0275 -3.9653 0.138
H 2.9037 -1.8026 0.7726 -0.235
O 5.1969 1.5295 0.9371 -0.443
H 1.5668 -1.3567 -1.1961 -0.259
H 0.6981 1.8875 3.4999 0.043
H -3.6271 1.6156 7.5918 0.298
H -0.4283 4.7418 3.2753 0.338
P -4.1550 -1.2608 -4.3850 0.621
O -1.3519 2.3153 3.7960 0.672
P 4.7706 1.7387 -0.5650 0.914
C -5.7543 -2.0270 -7.3121 -1.115
H -1.1811 -1.5320 -5.0882 0.279
H 6.8247 4.7427 -2.3288 0.297
H 0.2125 3.7268 1.9636 -0.293
H 2.3121 -7.6531 0.1713 0.313
H 4.2069 2.6443 3.1512 0.337
H -3.4883 -0.1014 2.0343 -0.252
H 2.2117 5.2404 -0.9865 0.377
H 2.5429 2.3982 -2.1078 0.203
H 0.9062 -2.3368 -4.0206 0.269
O -5.0378 -2.3923 -5.0101 -0.329
C -2.7041 2.1028 7.8983 -1.358
H 0.5590 -6.9082 -1.3206 0.415
C 4.1975 0.9524 1.8012 -0.089
H -2.2122 1.4860 8.6489 0.340
H -2.9542 3.0566 8.3724 0.398
H 2.8803 1.4879 3.3549 0.409
C -1.7966 2.4336 6.7446 -0.072
C 6.5502 4.7253 -1.2733 -1.021
C -4.4106 -0.0555 2.6182 -0.594
Ag -0.1348 -1.5642 2.5023 0.654
H -3.4720 0.4887 -2.5239 0.348
H -3.3422 -0.4442 -0.0759 -0.724
C 2.9484 3.2799 -1.6060 -0.138
C 0.0511 2.6883 3.8539 -0.154
C 1.8592 4.2339 -1.1993 -1.040
H 4.2079 -2.2386 -0.2272 0.346
H 7.8602 3.1227 -0.7047 0.386
C -4.1313 -0.0584 4.0893 -0.479
H -3.8861 -1.9555 -0.8276 0.628
C 0.2612 3.9377 3.0351 -0.777
C -6.1660 -2.0253 -5.8609 -0.273
H 5.0300 -3.8524 1.5018 0.334
H 1.2885 4.2684 3.2112 0.494
O -1.4235 1.2170 6.0358 -0.312
H -6.5423 -1.0545 -5.5412 0.309
H 0.2798 1.3433 -0.5504 0.052
H -6.9043 -2.7983 -5.6610 0.362
```

Output
Largest force on an atom in eV Å⁻¹: 1.23
ΔE to the lowest compared entry with this formula, charge and spin in kcal/mol: 0.4
Spin multiplicity: 2
HOMO level (spin up / spin down) in eV: -12.17 / -12.17
HOMO-LUMO gap (spin up / spin down) in eV: 9.9 / 7.1
⟨S²⟩: 0.75
Net charge: +1

- Look up the largest force on an atom of the third one.
  7.49 eV Å⁻¹